18
Properties=species:S:1:pos:R:3 method="wB97M-V/def2-TZVPD" homo_lumo_gap_ev=9.65 energy_ev=-30671.084 lumo_energy_ev=-0.6 smiles="N#C[C@H](c1ccc(F)cc1Cl)[N+](=O)[O-]" mol_weight_g_mol=214.58 multiplicity=1
N 1.415 -0.558 3.262
C 1.498 -0.080 2.243
C 1.425 0.641 1.012
C -0.045 0.130 0.148
C -0.493 -1.199 0.373
C -1.505 -1.619 -0.459
C -2.166 -0.695 -1.273
F -3.221 -1.038 -2.033
C -1.809 0.638 -1.248
C -0.658 1.048 -0.634
Cl -0.087 2.617 -0.936
N 2.626 0.544 0.116
O 3.177 1.525 -0.336
O 2.991 -0.617 -0.151
H 1.349 1.713 1.085
H -0.052 -1.880 0.918
H -1.979 -2.551 -0.270
H -2.466 1.380 -1.818